[1]
The following is a DFT calculation (the ωB97M-V functional and the def2-TZVPD basis) of C24H21IMnN6O4Se3Te as an isolated structure at a distorted geometry.

Structure (XYZ):
```
61
C24H21IMnN6O4Se3Te, DFT the ωB97M-V functional and the def2-TZVPD basis
Mn -0.60392 -0.46451 0.39652
C -4.67280 0.92126 -0.42797
O -4.34686 2.25389 -0.86400
C -3.11365 2.80054 -0.63949
C -3.02349 4.13976 -0.94324
C -1.83525 4.86866 -0.78407
C -0.72706 4.22548 -0.29326
C -0.77551 2.85616 0.03076
C 0.44473 2.26540 0.55368
N 0.57492 1.04117 0.90767
N 1.83753 0.66663 1.38960
C 1.90492 -0.64368 1.41219
O 0.94382 -1.42105 1.08093
C 3.18984 -1.29468 1.81243
C 4.31481 -0.53744 2.12623
C 5.50844 -1.16419 2.45135
C 5.58726 -2.55210 2.46927
C 4.46640 -3.30823 2.15588
C 3.27043 -2.68072 1.82571
C -1.96596 2.08654 -0.16154
O -2.03184 0.82844 0.07043
H -5.73591 0.80391 -0.63666
H -4.50052 0.78628 0.63703
H -4.11958 0.15979 -0.96816
H -3.92073 4.62027 -1.31633
H -1.80287 5.92067 -1.03690
H 0.20496 4.76055 -0.14592
H 1.32228 2.90507 0.64003
H 4.23898 0.54142 2.10559
H 6.38718 -0.57070 2.67468
H 6.51914 -3.04268 2.72447
H 4.51884 -4.38981 2.14834
H 2.39267 -3.25757 1.56539
Se -1.69599 -2.25722 0.17162
Se -3.81098 -2.57620 0.99615
Te -1.68725 -6.90750 -1.31030
Se -2.26940 -4.63419 -0.32617
N 0.51303 -1.00044 -6.45426
C 1.38079 -0.46371 -5.51383
O 2.49710 -0.10293 -5.86539
C 0.87217 -0.35554 -4.15640
C -0.48426 -0.50748 -3.80253
C -0.87024 -0.47752 -2.48984
N -0.00625 -0.31638 -1.45415
C 1.29955 -0.10430 -1.79559
C 1.75492 -0.11714 -3.08303
H 0.94304 -1.23617 -7.33220
H -0.21326 -1.61832 -6.13347
H -1.25998 -0.61725 -4.54957
H -1.90860 -0.59489 -2.21831
H 1.98547 0.07854 -0.98138
H 2.80577 0.03707 -3.28538
I -1.67120 1.94566 6.24854
C -1.59200 0.62068 4.67921
C -1.64636 -0.75508 4.75572
N -1.56121 -1.19347 3.48998
N -1.48152 -0.20517 2.61091
C -1.48897 0.91681 3.30472
H -1.71840 -1.42404 5.59476
H -1.69725 -2.13290 3.12749
H -1.43995 1.87455 2.81203
```

The calculation puts the LUMO energy (spin up / spin down) at 3.33 / 3.32 eV. As for the expectation value of S²: 0.807. The highest occupied orbital energy (spin up / spin down) is -0.022 / -0.025 Eh. Its calculated total energy is -285113.2353 eV. The charge is -2. Its spin multiplicity is 2.

***

[2]
The following is a DFT calculation (the ωB97M-V functional and the def2-TZVPD basis) of an isolated ion of composition C24H21N2O and charge +1 at a distorted geometry.

Structure (XYZ):
```
48
C24H21N2O, DFT the ωB97M-V functional and the def2-TZVPD basis
C 5.58700 -3.87690 -0.52811
O 5.36333 -2.46090 -0.27817
C 4.13113 -1.87535 -0.35530
C 4.07182 -0.46230 -0.30824
C 2.88105 0.22416 -0.46393
C 1.61863 -0.41999 -0.39901
C 0.28600 0.31583 -0.43829
C -0.95935 -0.53402 -0.23974
C -2.20272 -0.06693 -0.76967
C -3.30752 -0.92544 -0.81278
C -3.23157 -2.22826 -0.24386
C -4.43863 -3.11065 -0.34234
C -2.01474 -2.69455 0.30293
C -0.93103 -1.80249 0.42713
C 0.08562 1.33898 1.00930
C 1.31740 2.01668 1.12543
N 1.18890 3.30645 0.78524
C -0.14490 3.54449 0.36879
C -0.69679 4.81672 0.25816
C -2.07710 4.92641 0.35788
C -2.85988 3.80180 0.66393
C -4.28026 3.99637 0.82207
N -5.44855 4.13283 0.97516
C -2.25707 2.52869 0.82546
C -0.89694 2.37944 0.67124
C 1.70159 -1.83923 -0.61386
C 2.90768 -2.55854 -0.61444
H 6.68392 -3.94039 -0.48388
H 5.13348 -4.49762 0.25700
H 5.21300 -4.17601 -1.51793
H 5.02431 0.04719 -0.24360
H 2.95479 1.30085 -0.61369
H 0.24660 1.04853 -1.40447
H -2.35703 0.97410 -1.12048
H -4.23017 -0.63860 -1.34333
H -4.22896 -4.18708 -0.35714
H -5.11935 -2.90795 0.49213
H -5.00940 -2.85718 -1.23968
H -1.86043 -3.72960 0.62112
H -0.02472 -2.15302 1.01764
H -0.25523 0.48168 1.66156
H 2.27632 1.61982 1.53726
H 1.93754 3.96575 0.75899
H -0.03321 5.68374 0.17584
H -2.57532 5.90568 0.21338
H -2.87859 1.66140 1.10842
H 0.81040 -2.42569 -0.84659
H 2.89893 -3.64891 -0.85753
```

The calculation puts the LUMO energy at -4.62 eV. The structure (SMILES) is COc1ccc([C@@H](c2ccc(C)cc2)[C@H]2C=[NH+]c3ccc(C#N)cc32)cc1. The highest occupied orbital energy is -0.414 Eh. Its calculated total energy is -30247.2891 eV. The charge is +1. The value obtained for the relative energy (zero: lowest compared OMol25 entry of this formula, charge and spin) is 399.3 kJ/mol.

***

[3]
The following is a DFT calculation (the ωB97M-V functional and the def2-TZVPD basis) of C24H21N3RhS4 as an isolated structure.

Structure (XYZ):
```
53
C24H21N3RhS4, DFT the ωB97M-V functional and the def2-TZVPD basis
Rh -0.16023 1.17036 0.01111
S 0.23366 3.07646 1.38288
C -0.39515 2.83776 3.00360
C -0.29327 3.88765 3.91995
C -0.76730 3.74656 5.21124
C -1.34319 2.55182 5.62995
C -1.44441 1.49925 4.73859
C -0.98308 1.64629 3.43438
S -1.16363 0.29446 2.30386
C -2.84100 0.66501 1.68528
C -3.07194 -0.15316 0.45201
C -4.17276 -0.97846 0.29268
C -4.30366 -1.69692 -0.88499
C -3.33032 -1.57576 -1.86238
C -2.24605 -0.74429 -1.62515
C -1.13262 -0.61566 -2.63245
S -0.52097 1.08969 -2.58465
C 1.11233 0.92744 -3.23003
C 1.38138 0.20324 -4.37975
C 2.66762 0.18410 -4.89984
C 3.68371 0.92762 -4.30284
C 3.41916 1.67324 -3.17479
C 2.13906 1.65646 -2.58923
S 1.88533 2.45492 -1.09277
N -2.12673 -0.05016 -0.49145
H 0.16570 4.81586 3.60681
H -0.67866 4.57447 5.90208
H -1.70248 2.44158 6.64360
H -1.87630 0.55457 5.04419
H -2.87327 1.72844 1.43704
H -3.58086 0.45292 2.45384
H -4.91420 -1.04481 1.07621
H -5.15716 -2.34288 -1.03985
H -3.40309 -2.11733 -2.79526
H -1.49722 -0.87091 -3.62548
H -0.30787 -1.28048 -2.36909
H 0.58840 -0.33112 -4.88598
H 2.87125 -0.38895 -5.79419
H 4.67622 0.92923 -4.73149
H 4.19420 2.26438 -2.70534
N 3.16608 -4.36796 0.53057
C 2.46595 -3.22627 0.35140
C 1.06896 -3.18880 0.47560
C 0.40696 -2.00132 0.28049
N 1.00309 -0.84481 -0.04268
C 2.33913 -0.88434 -0.15413
C 3.09615 -2.01704 0.02386
H 2.71223 -5.20876 0.83678
H 4.16934 -4.36269 0.51206
H 0.50885 -4.07753 0.73416
H -0.67015 -1.97152 0.39178
H 2.83133 0.04917 -0.39147
H 4.17146 -1.96100 -0.08069
```

The calculation puts the LUMO energy (spin up / spin down) at -2.53 / -5.21 eV. As for the expectation value of S²: 6.035. The highest occupied orbital energy (spin up / spin down) is -0.365 / -0.372 Eh. Its calculated total energy is -76043.2243 eV. The charge is +1. Its spin multiplicity is 5.

***

[4]
The following is a DFT calculation (the ωB97M-V functional and the def2-TZVPD basis) of C24H21N6Pt as an isolated structure at a distorted geometry.

Structure (XYZ):
```
52
C24H21N6Pt, DFT the ωB97M-V functional and the def2-TZVPD basis
Pt -0.19554 -0.48288 -0.95782
N -0.36332 0.82794 1.93852
C -0.06651 2.15514 1.76008
C -0.88929 3.11062 2.36905
C -0.63993 4.46319 2.25496
C 0.45768 4.90096 1.53434
C 1.27131 3.96216 0.91872
C 1.03981 2.58734 0.98854
C 1.97792 1.70435 0.22246
C 3.33681 1.99138 0.38989
C 4.31140 1.37976 -0.38423
C 3.92495 0.49452 -1.37097
C 2.57868 0.19777 -1.53673
C 1.56269 0.73543 -0.73584
H -1.06062 0.63915 2.63789
H 0.38807 0.14925 1.91307
H -1.73852 2.76482 2.94937
H -1.30023 5.17280 2.73945
H 0.67039 5.95744 1.43129
H 2.10543 4.29850 0.31555
H 3.63401 2.69613 1.15798
H 5.35902 1.60615 -0.22064
H 4.66424 0.02947 -2.01401
H 2.30826 -0.50559 -2.31776
C -0.95186 -2.91512 2.21644
C 0.52373 -2.92490 2.03373
N 1.22146 -1.96211 1.48636
C 2.52722 -2.37680 1.47380
C 2.62343 -3.61372 2.03397
N 1.33589 -3.95331 2.39541
H -1.35459 -2.09280 1.62753
H -1.23164 -2.77925 3.26384
H -1.40342 -3.83929 1.85293
H 3.30101 -1.76769 1.03484
H 3.45603 -4.27620 2.19242
H 1.03861 -4.83197 2.77563
C -4.48388 0.78409 -2.64652
C -3.32801 1.35956 -3.14766
C -2.08451 0.97587 -2.66724
C -1.97312 -0.00043 -1.67219
C -3.14690 -0.58699 -1.18426
C -4.38557 -0.18758 -1.66317
H -5.45417 1.08318 -3.02492
H -3.39259 2.11667 -3.92160
H -1.18312 1.43726 -3.05071
H -3.08318 -1.36798 -0.43918
H -5.28259 -0.65407 -1.27063
N -2.55098 -4.59911 -4.76762
C -1.73152 -4.30967 -3.99877
N -0.72571 -4.08047 -3.16872
C -0.81142 -3.12117 -2.31565
N -0.80528 -2.35185 -1.43124
```

The calculation puts the LUMO energy at 2.51 eV. The highest occupied orbital energy is -0.164 Eh. Its calculated total energy is -37416.5998 eV. The charge is -1. The value obtained for the relative energy (zero: lowest compared OMol25 entry of this formula, charge and spin) is 188.7 kJ/mol.